No. 1
The following is a quantum chemistry calculation of a gas-phase ion, C23H21N2O (charge +1) at a distorted geometry, from the OMol25 dataset.

The energy above the lowest of the compared OMol25 structures with the same formula, charge and spin comes out at 1.021 eV. The calculation puts the highest occupied orbital energy at -10.402 eV. The lowest unoccupied orbital energy is -4.717 eV. The HOMO-LUMO gap comes out at 5.7 eV. Its charge is +1.

XYZ file:
```
47
Properties=species:S:1:pos:R:3:forces:R:3:nbo_charge:R:1
C 2.295 0.383 2.833 1.2750 0.0528 -0.4810 -0.267
O 1.315 -0.267 2.016 -1.2039 0.1496 -0.3400 -0.494
C 0.003 0.053 2.135 -1.0577 1.1086 1.0864 0.363
C -0.542 1.086 2.952 -0.4454 -1.1681 -0.2461 -0.261
C -1.933 1.035 3.263 0.8583 0.6026 0.2512 -0.155
C -2.850 0.079 2.861 0.9905 -0.4751 -0.8130 -0.264
C -2.302 -0.835 1.977 1.2327 0.7534 0.1414 0.189
C -0.975 -0.756 1.532 1.7278 -0.8518 -0.3347 -0.098
C -0.629 -1.962 0.683 1.4559 -0.2715 0.3708 -0.379
C -0.016 -1.862 -0.822 1.1456 1.1031 -2.6036 0.028
C -0.829 -2.492 -2.017 0.1356 -0.8451 1.1612 -0.620
N 0.375 -0.493 -1.213 0.1790 -1.8579 1.4701 -0.404
C 1.687 0.001 -1.222 -0.6319 0.7875 -0.8926 0.155
C 2.861 -0.722 -1.315 0.9902 -0.2206 0.1370 -0.261
C 4.059 -0.040 -1.611 -0.6036 -0.0183 0.1945 -0.181
C 4.050 1.341 -1.875 -0.4647 -0.6931 0.2502 -0.233
C 2.830 2.020 -1.856 -0.0470 0.7282 0.1623 -0.188
C 1.624 1.403 -1.488 0.4749 -0.8683 -0.3104 -0.022
C 0.194 1.754 -1.551 -0.7593 -0.6764 -0.3450 -0.112
C -0.583 2.871 -1.860 0.1448 0.1615 0.0667 -0.154
C -1.984 2.755 -1.857 0.1500 0.0370 0.0009 -0.241
C -2.639 1.533 -1.642 0.5981 0.1771 -0.0361 -0.174
C -1.892 0.377 -1.453 -0.5484 0.3102 0.2389 -0.308
C -0.525 0.527 -1.384 1.0243 0.4732 -0.0142 0.233
C -1.876 -2.722 0.803 -0.3793 0.5397 1.0641 0.239
N -2.794 -2.061 1.537 0.9888 -2.3290 -2.3822 -0.438
H 3.240 -0.105 2.446 -0.9184 0.8383 0.7402 0.223
H 2.336 1.483 2.643 -0.0736 -0.8551 0.0775 0.197
H 2.184 0.188 3.924 -0.2198 -0.0114 -0.7761 0.199
H 0.104 1.838 3.417 -0.4126 -0.3389 -0.1310 0.244
H -2.286 1.760 3.960 -0.1415 0.5813 0.3095 0.232
H -3.869 -0.005 3.176 -0.2562 0.2591 0.3724 0.241
H 0.406 -2.463 0.972 -2.6007 0.4819 0.8279 0.350
H 0.937 -2.428 -0.832 -0.6078 0.4829 0.3017 0.225
H -0.438 -3.496 -2.322 -0.2508 0.9593 0.3148 0.235
H -1.831 -2.616 -1.651 -0.7398 -0.3543 -0.2688 0.188
H -0.893 -1.836 -2.875 0.3122 0.1326 -0.0636 0.255
H 2.854 -1.816 -1.195 0.1525 0.5899 -0.0586 0.209
H 4.997 -0.592 -1.675 -0.2820 0.0817 0.0453 0.225
H 4.994 1.842 -2.108 -0.5342 -0.0719 -0.0160 0.231
H 2.827 3.065 -2.158 -0.0695 -0.0628 0.1246 0.221
H -0.089 3.819 -2.122 -0.4209 -0.3832 0.2675 0.226
H -2.594 3.633 -2.039 0.1471 -0.0302 -0.0438 0.226
H -3.716 1.471 -1.641 -0.0929 0.1396 -0.1098 0.219
H -2.357 -0.605 -1.364 0.0204 0.3775 0.0320 0.202
H -1.993 -3.706 0.369 -0.6808 0.0801 0.1033 0.249
H -3.740 -2.437 1.649 0.4389 0.3943 0.1541 0.454
```
Forces are in eV/Å.



No. 2
The following is a quantum chemistry calculation of a molecular structure, C34H29F6MoN3O14S2Te, from the OMol25 dataset.

The energy above the lowest of the compared OMol25 structures with the same formula, charge and spin comes out at 0.791 eV. The calculation puts the highest occupied orbital energy (alpha / beta) at -4.996 / -5.139 eV. The lowest unoccupied orbital energy (alpha / beta) is 0.477 / 0.578 eV. The HOMO-LUMO gap (alpha / beta) comes out at 5.5 / 5.7 eV. Its charge is -1. The expectation value of S² is 0.76. The spin multiplicity is 2.

XYZ file:
```
90
Properties=species:S:1:pos:R:3:forces:R:3:mulliken_spin:R:1
Mo 1.771 -0.576 1.310 -0.5609 0.0899 0.0573 0.946
O -2.126 4.266 3.598 -0.0079 -0.0846 0.0114 0.016
C -1.567 3.210 3.452 0.0212 0.0959 0.0395 -0.003
C -1.514 2.068 4.471 -0.1086 -0.0249 0.1047 -0.004
O -2.031 2.059 5.559 0.0583 0.0383 -0.1211 0.017
C -0.706 0.958 3.836 0.1410 -0.6421 0.1254 0.009
C -0.289 1.454 2.569 0.1592 -0.2227 -0.3008 0.014
O 0.450 0.732 1.712 0.2556 0.0320 0.1561 0.088
C -0.776 2.759 2.238 0.1704 0.2063 -0.5025 -0.012
O -0.614 3.417 1.208 -0.0613 -0.2812 0.4591 0.007
O -0.483 -0.154 4.329 -0.0746 0.5918 -0.2410 0.005
F 3.588 0.668 6.075 -0.0002 0.0198 0.0183 0.000
C 2.794 -0.400 5.992 -0.0935 0.0235 -0.0454 0.001
F 1.546 -0.043 6.187 0.0789 -0.0230 0.0308 0.000
F 3.161 -1.285 6.916 0.0125 0.0042 0.0414 0.000
S 3.057 -1.150 4.330 0.0429 0.0921 0.1036 0.001
O 2.567 -0.129 3.394 -0.0392 -0.0711 -0.1833 0.009
O 4.454 -1.437 4.269 -0.0141 -0.0251 -0.0169 0.000
N 2.127 -2.396 4.427 0.0426 -0.0920 0.0204 0.000
S 1.359 -3.120 3.290 -0.1095 -0.0012 -0.0254 0.000
O 0.776 -2.188 2.296 0.0613 0.1080 -0.0084 0.011
O 1.986 -4.285 2.763 0.0390 0.0141 -0.0098 0.002
C -0.126 -3.747 4.194 0.0770 -0.0484 -0.0742 0.000
F -0.762 -4.585 3.371 -0.0009 0.0278 0.0311 0.000
F -0.937 -2.793 4.563 -0.0714 0.0788 0.0550 0.000
F 0.293 -4.426 5.262 -0.0156 -0.0382 -0.0276 0.000
O 3.110 0.951 0.766 -0.0095 -0.0157 0.2076 -0.003
C 4.345 0.844 0.708 -0.1061 0.0268 -0.0884 -0.015
C 5.154 -0.311 0.929 0.0192 -0.0116 0.0025 0.010
C 6.539 -0.137 0.774 -0.0052 -0.0130 -0.0205 0.001
C 7.379 -1.200 0.934 -0.0687 -0.0497 -0.2381 0.000
C 6.885 -2.475 1.253 -0.0027 -0.0141 -0.0320 0.000
C 5.544 -2.665 1.409 -0.0087 -0.0331 0.0160 -0.011
C 4.633 -1.593 1.256 -0.1297 -0.0252 0.0304 0.021
O 3.373 -1.834 1.437 0.1388 0.1431 -0.0239 0.001
N 8.816 -1.008 0.765 0.0818 0.1776 0.9590 0.000
O 9.221 0.123 0.572 -0.0115 -0.0298 -0.3533 0.000
O 9.538 -1.972 0.945 -0.0020 -0.0876 -0.3329 0.000
H 4.886 1.757 0.440 -0.0076 0.0312 -0.0058 -0.002
H 6.944 0.834 0.524 -0.0002 0.0029 -0.0063 0.000
H 7.584 -3.290 1.377 -0.0026 -0.0026 0.0008 0.000
H 5.131 -3.629 1.671 0.0086 0.0007 0.0056 0.000
C 0.930 -2.042 -2.459 -0.0228 -0.0366 0.0256 -0.003
C 1.938 -1.320 -1.615 -0.3191 -0.0763 -0.0520 0.007
O 3.047 -1.013 -1.976 0.1699 0.0613 -0.0110 -0.014
N 1.485 -0.959 -0.346 0.2751 0.0692 0.1804 -0.104
Te -1.126 1.110 -1.234 -0.0190 0.0806 0.1542 -0.001
C -2.223 2.582 -2.298 -0.1015 -0.0356 0.1092 -0.001
C -1.666 3.245 -3.392 0.0636 0.0425 -0.0111 0.001
C -0.273 2.983 -3.907 0.0043 0.0293 -0.0403 0.000
C -2.433 4.191 -4.071 0.0064 0.0244 -0.0125 0.000
C -3.728 4.497 -3.687 0.0085 -0.0059 0.0001 0.000
C -4.526 5.544 -4.417 0.0006 0.0007 -0.0019 0.000
C -4.254 3.843 -2.581 0.0002 -0.0130 -0.0201 0.000
C -3.523 2.900 -1.869 0.0223 -0.0028 -0.0057 0.001
C -4.147 2.276 -0.650 0.0360 0.0286 0.0163 0.000
C -2.352 -0.550 -1.734 0.0205 -0.0123 0.0273 0.000
C -2.741 -0.822 -3.049 -0.0008 0.0247 -0.0588 0.001
C -2.320 0.040 -4.208 -0.0141 -0.0608 0.0027 0.000
C -3.544 -1.934 -3.301 0.0082 -0.0096 -0.0001 0.000
C -3.953 -2.787 -2.290 0.0180 0.0107 0.0025 0.000
C -4.817 -3.985 -2.578 0.0000 -0.0034 -0.0031 0.000
C -3.537 -2.511 -0.992 0.0109 0.0072 -0.0101 0.000
C -2.748 -1.408 -0.690 -0.0151 -0.0065 -0.0292 -0.002
C -2.344 -1.180 0.743 -0.0181 0.0117 -0.0321 0.012
H 1.443 -2.661 -3.191 0.0078 -0.0049 -0.0265 0.000
H 0.331 -1.286 -2.975 0.0029 -0.0112 0.0224 0.000
H 0.251 -2.633 -1.847 0.0056 -0.0082 -0.0040 0.001
H 0.376 2.545 -3.153 -0.0015 0.0296 -0.0129 0.000
H 0.179 3.914 -4.251 -0.0020 0.0074 -0.0232 0.000
H -0.301 2.295 -4.757 0.0109 0.0179 0.0200 0.000
H -1.995 4.702 -4.923 -0.0018 0.0031 -0.0033 0.000
H -4.193 5.646 -5.450 0.0004 0.0011 0.0018 0.000
H -4.418 6.518 -3.935 -0.0009 0.0004 0.0011 0.000
H -5.588 5.297 -4.422 0.0006 0.0001 -0.0012 0.000
H -5.260 4.083 -2.252 -0.0023 0.0025 0.0024 0.000
H -5.153 2.665 -0.497 0.0029 0.0080 0.0087 0.000
H -3.548 2.501 0.236 0.0004 -0.0156 -0.0115 0.001
H -4.209 1.191 -0.737 0.0007 -0.0469 -0.0131 0.000
H -1.286 0.375 -4.089 -0.0566 -0.0493 -0.0071 0.000
H -2.934 0.941 -4.281 0.0135 -0.0339 -0.0043 0.000
H -2.407 -0.510 -5.145 -0.0087 -0.0104 -0.0070 0.000
H -3.846 -2.138 -4.324 -0.0023 -0.0026 -0.0009 0.000
H -5.028 -4.072 -3.643 -0.0002 -0.0006 -0.0003 0.000
H -5.770 -3.916 -2.050 -0.0030 -0.0006 0.0006 0.000
H -4.331 -4.907 -2.252 -0.0019 -0.0017 0.0007 0.000
H -3.838 -3.173 -0.186 -0.0034 -0.0017 0.0019 0.000
H -2.800 -1.924 1.395 -0.0007 -0.0035 0.0029 -0.001
H -2.638 -0.186 1.086 0.0020 0.0171 0.0016 0.002
H -1.263 -1.244 0.875 0.0072 0.0082 0.0030 -0.006
```
Forces are in eV/Å.



No. 3
The following is a quantum chemistry calculation of 4 unconnected molecules or ions with the total composition C22H36BClF4N3O9PS at a distorted geometry, from the OMol25 dataset.

The calculation puts the highest occupied orbital energy at -8.089 eV. The lowest unoccupied orbital energy is -1.268 eV. The HOMO-LUMO gap comes out at 6.8 eV.

XYZ file:
```
78
Properties=species:S:1:pos:R:3:forces:R:3:mulliken_charge:R:1
C -2.874 -0.869 -1.517 0.5878 0.4350 -0.2361 -1.899
C -1.483 -1.200 -0.969 -0.7948 0.4072 -0.3382 1.085
F -1.609 -2.300 -0.128 0.1666 0.0482 -0.0373 -0.428
C -0.918 -0.095 -0.070 0.4067 -0.5379 0.3003 -1.944
N -1.019 1.259 -0.731 0.4177 0.3223 0.0976 -0.143
Cl -1.398 2.413 0.551 -0.1235 0.0352 -0.1006 0.165
C 0.176 1.668 -1.556 0.3082 -0.0337 -0.0164 0.604
P -0.045 3.491 -1.900 -0.8505 0.2477 -0.6999 0.034
S -1.785 4.026 -2.585 0.0855 -0.0200 0.1689 -0.321
B 0.177 1.017 -3.067 -0.5405 -0.9150 -0.0282 0.686
N -0.997 1.025 -3.934 0.4111 0.0572 0.4250 -0.531
O 1.349 0.554 -3.544 0.4832 1.4970 -0.0839 -0.664
C 1.494 1.514 -0.800 0.4489 -0.0756 0.5860 -1.708
N 1.363 0.836 0.502 -0.6078 -0.0275 -0.6489 -0.314
C 0.493 -0.373 0.510 0.4909 0.1468 0.4889 2.422
C 0.357 -0.814 1.974 -0.1685 0.6359 0.1802 -1.204
C -0.027 0.307 2.936 -0.2516 0.0258 0.1538 -0.522
C 0.117 -0.103 4.379 0.2189 0.2895 0.1423 0.831
F -0.187 -1.389 4.613 -0.1271 -0.0137 0.0205 -0.285
F -0.678 0.648 5.180 -0.0429 -0.0891 -0.0165 -0.302
F 1.376 0.088 4.828 0.0026 -0.1604 -0.0611 -0.276
C 1.186 -1.509 -0.295 -0.5365 -0.2252 0.4785 -0.013
O 1.305 -2.608 0.248 0.3946 -0.6206 0.4397 -0.890
O 1.510 -1.164 -1.435 0.3506 0.5165 -1.2717 -0.695
H -2.785 -0.603 -2.568 -0.1092 -0.1204 -0.0958 0.349
H -3.349 -0.034 -1.001 -0.2965 -0.1761 0.2812 0.368
H -3.488 -1.760 -1.486 -0.1533 -0.0400 0.1179 0.485
H -0.837 -1.439 -1.808 0.2362 -0.1983 0.2636 0.068
H -1.588 -0.049 0.784 -0.3232 0.1447 -0.1102 0.664
H -1.832 1.336 -1.355 -0.1399 -0.0813 0.1364 0.755
H 0.344 4.152 -0.733 0.3028 -0.1220 0.0613 0.158
H 0.993 3.746 -2.807 0.3198 -0.1695 0.1937 0.150
H -1.128 1.900 -4.428 -0.1770 -0.0514 -0.1592 0.288
H -1.864 0.788 -3.477 -0.2008 0.2337 -0.1457 0.177
H 1.386 0.714 -4.496 -0.0738 -0.6817 -0.1098 0.295
H 1.902 2.511 -0.593 0.0216 0.0626 0.1449 0.690
H 2.221 1.013 -1.430 -0.1652 -0.1371 -0.2971 0.320
H 2.293 0.474 0.690 0.0952 0.1699 0.4125 0.341
H -0.400 -1.588 2.043 0.1763 -0.3538 -0.0730 0.330
H 1.314 -1.215 2.294 0.0612 -0.2229 -0.0890 0.244
H -1.064 0.623 2.820 -0.1314 -0.0837 -0.0646 0.161
H 0.584 1.195 2.811 0.1490 0.0305 -0.1136 0.360
O 4.246 -0.269 1.984 -0.0549 0.1838 -0.0790 -0.639
C 4.598 -1.401 1.803 -0.2451 -0.2200 -0.0534 0.584
C 4.101 -2.651 2.499 0.2292 -0.1709 0.0068 -0.111
C 5.159 -3.689 2.131 -0.0480 0.1036 0.0288 -0.600
C 5.649 -3.162 0.786 -0.0076 -0.2041 -0.0103 -0.402
O 5.514 -1.731 0.866 0.0612 0.0241 0.0548 -0.364
H 3.121 -2.896 2.078 -0.0288 0.0501 -0.0054 -0.016
H 4.017 -2.487 3.569 -0.1604 0.1129 -0.0117 0.436
H 4.787 -4.710 2.078 -0.0510 0.0208 -0.0754 0.331
H 5.970 -3.664 2.860 0.0329 -0.0085 -0.0274 0.272
H 5.034 -3.514 -0.044 -0.0464 0.0137 0.0233 0.253
H 6.690 -3.403 0.585 0.0318 0.1391 -0.0314 0.331
O -4.163 3.844 0.784 -0.0514 -0.0957 0.0415 -0.508
C -4.244 4.811 1.482 0.2241 0.0514 -0.0807 0.490
C -3.258 5.281 2.539 -0.3177 0.1166 0.2423 -0.267
C -4.080 6.294 3.335 0.0857 -0.0648 -0.0362 -0.580
C -5.053 6.802 2.277 0.0396 0.0723 0.1071 -0.437
O -5.270 5.684 1.397 -0.0731 0.0507 0.0476 -0.368
H -2.409 5.746 2.035 0.0304 -0.0502 -0.0181 0.226
H -2.916 4.444 3.142 0.1196 -0.0533 -0.1207 0.287
H -3.494 7.088 3.792 0.0067 0.0359 -0.0585 0.330
H -4.627 5.782 4.126 -0.0197 0.0090 0.0064 0.275
H -4.639 7.624 1.690 0.0259 -0.0090 -0.0086 0.252
H -6.010 7.111 2.688 -0.0700 -0.0646 -0.0851 0.322
O -1.573 -2.568 -3.582 -0.0968 -0.0507 -0.2404 -0.552
C -0.893 -3.551 -3.464 0.0673 -0.0748 0.2320 0.447
C 0.402 -3.700 -2.701 0.0364 -0.3984 -0.4436 0.138
C 0.950 -5.024 -3.230 -0.0652 0.0842 0.0079 -0.621
C -0.328 -5.764 -3.605 0.1582 -0.1022 0.0462 -0.480
O -1.257 -4.738 -4.005 0.0152 0.0471 -0.0355 -0.429
H 0.170 -3.747 -1.634 0.1039 0.1160 0.0421 0.007
H 1.061 -2.857 -2.881 -0.0704 0.1540 0.2435 0.227
H 1.568 -5.566 -2.517 -0.0689 -0.0112 0.0522 0.368
H 1.547 -4.843 -4.125 0.0061 -0.0313 -0.0120 0.282
H -0.759 -6.301 -2.757 -0.0008 0.0268 0.0192 0.255
H -0.199 -6.458 -4.431 -0.1194 0.0485 -0.0647 0.370
```
Forces are in eV/Å.



No. 4
The following is a quantum chemistry calculation of a molecular structure, C9H16NO4Os, from the OMol25 dataset.

The calculation puts the highest occupied orbital energy (alpha / beta) at -20.980 / -22.691 eV. The lowest unoccupied orbital energy (alpha / beta) is -12.181 / -15.727 eV. The HOMO-LUMO gap (alpha / beta) comes out at 8.8 / 7.0 eV. Its charge is +3. The expectation value of S² is 6.01. The spin multiplicity is 5.

XYZ file:
```
31
Properties=species:S:1:pos:R:3:forces:R:3:mulliken_spin:R:1
Os -0.091 -0.863 -0.034 0.0682 0.6460 0.0262 2.982
C 2.774 -0.641 -0.038 0.0952 -0.0947 -0.0863 0.014
C 2.276 -0.089 -1.397 0.1112 0.0690 -0.0682 0.014
O 0.882 -0.628 -1.729 0.0032 -0.1895 -0.0416 0.096
C 0.000 0.201 -2.664 0.0098 0.0896 -0.1294 0.014
C -1.500 -0.095 -2.419 0.0098 -0.0891 -0.1285 0.014
O -1.736 -0.415 -0.954 -0.0599 -0.1866 -0.0311 0.129
C -2.847 -0.047 0.011 -0.1132 -0.0791 0.0794 0.014
C -2.255 0.279 1.404 -0.0950 0.0850 0.0743 0.014
O -1.009 -0.564 1.681 -0.0430 -0.1867 0.0266 0.096
C 0.020 -0.014 2.671 0.0080 0.0792 0.1362 0.014
C 1.427 -0.597 2.391 -0.0290 -0.0946 0.1213 0.014
O 1.602 -0.842 0.904 0.0193 -0.1969 0.0155 0.129
H 3.472 0.068 0.409 -0.0769 0.0645 0.0399 -0.001
H 3.239 -1.621 -0.119 -0.0938 -0.0649 0.0179 0.001
H 2.945 -0.434 -2.185 -0.0597 -0.0815 -0.0346 0.002
H 2.196 0.995 -1.414 -0.1140 0.0124 0.0906 0.000
H 0.256 -0.091 -3.683 0.0440 -0.0963 0.0239 0.002
H 0.264 1.241 -2.491 -0.0166 -0.0016 0.1476 0.000
H -1.856 -0.972 -2.955 0.0181 -0.0767 0.0784 0.001
H -2.094 0.777 -2.693 0.0174 0.0538 0.0894 -0.001
H -3.507 -0.911 0.018 0.0780 -0.0815 -0.0239 0.001
H -3.378 0.825 -0.373 0.0887 0.0498 -0.0353 -0.001
H -2.988 0.021 2.169 0.0410 -0.0947 0.0276 0.002
H -1.951 1.318 1.507 0.1148 -0.0046 -0.0903 0.000
H -0.300 -0.325 3.666 -0.0629 -0.0829 -0.0310 0.002
H -0.019 1.069 2.583 0.0171 0.0064 -0.1474 0.000
H 1.587 -1.568 2.854 -0.0329 -0.0650 -0.0840 0.001
H 2.188 0.107 2.728 -0.0051 0.0629 -0.0846 -0.001
N 0.263 2.483 0.099 -0.0021 -0.0203 -0.0008 0.018
C 0.141 1.335 0.053 0.0605 0.5683 0.0221 0.429
```
Forces are in eV/Å.



Number 1: total energy -29211.789 eV. Number 2: total energy -115988.212 eV. Number 3: total energy -90490.134 eV. Number 4: total energy -21699.759 eV.